(1)
{"formula": "C5H8N2", "method": "wB97M-V/def2-TZVPD", "elements": ["C", "C", "C", "C", "N", "C", "N", "H", "H", "H", "H", "H", "H", "H", "H"], "xyz": [[-0.490127, 1.030066, -0.049688], [-0.221648, -0.445663, -0.239503], [1.270824, -0.276257, -0.486341], [1.085577, 1.079512, 0.123452], [1.754439, 1.972556, 0.711923], [-0.829434, -1.487867, 0.591858], [-1.035975, -1.438450, -0.868141], [-0.830275, 1.550556, -0.958928], [-1.218054, 1.296820, 0.747357], [0.880102, 2.459471, 0.890320], [1.489835, -0.191384, -1.554944], [1.950803, -0.987456, -0.013539], [-1.654780, -1.216791, 1.248566], [-0.207884, -2.307743, 0.939884], [-1.943404, -1.037373, -1.082282]], "forces_ev_per_angstrom": [[0.2, -0.2, -0.2], [0.0, -0.4, -0.2], [0.1, -0.2, -0.1], [-0.9, 0.2, -0.1], [-0.8, -0.6, -0.3], [-0.1, -0.3, 0.3], [-0.4, -0.3, -0.3], [0.3, -0.2, 0.0], [0.9, 0.0, -0.1], [0.9, 2.0, 1.1], [0.0, -0.1, 0.0], [0.0, 0.2, 0.0], [0.1, 0.0, -0.1], [-0.2, 0.0, -0.1], [-0.1, -0.2, 0.0]], "nbo_charge": [-0.522, 0.073, -0.479, 0.323, -0.571, -0.248, -0.572, 0.221, 0.221, 0.342, 0.237, 0.233, 0.193, 0.199, 0.350], "gap_ha": 0.388, "spin_multiplicity": 1, "charge": 0, "relative_energy_ev": 2.938, "molar_mass_g_mol": 96.13}



(2)
{"formula": "C5H8N2", "method": "wB97M-V/def2-TZVPD", "elements": ["C", "N", "C", "C", "C", "N", "C", "H", "H", "H", "H", "H", "H", "H", "H"], "xyz": [[2.296008, 0.280334, 0.044387], [0.897019, -0.068956, -0.045272], [0.365670, -1.298999, 0.147036], [-1.003715, -1.179321, 0.214383], [-1.329569, 0.196444, 0.055041], [-2.627196, 0.740326, 0.094378], [-0.127574, 0.850103, -0.074130], [2.902402, -0.584208, -0.235283], [2.532060, 1.105161, -0.636715], [2.563337, 0.581546, 1.063563], [1.006167, -2.164599, 0.217311], [-1.706642, -1.985633, 0.356758], [-3.302947, 0.117144, -0.329556], [-2.685356, 1.648166, -0.350145], [0.220341, 1.762486, -0.521761]], "forces_ev_per_angstrom": [[0.1, 0.0, 0.0], [-0.2, -0.5, 0.2], [0.0, -0.2, 0.1], [-0.1, -0.1, 0.1], [0.4, -0.2, 0.1], [0.0, 0.0, -0.2], [0.7, 0.3, -0.8], [-0.1, 0.1, 0.0], [-0.1, -0.2, 0.1], [0.0, 0.0, -0.1], [-0.1, 0.0, 0.1], [0.0, 0.0, 0.0], [0.0, 0.1, 0.1], [0.0, -0.1, 0.1], [-0.7, 0.8, 0.4]], "nbo_charge": [-0.393, -0.327, -0.040, -0.347, 0.097, -0.803, -0.158, 0.209, 0.205, 0.199, 0.205, 0.218, 0.369, 0.369, 0.199], "gap_ha": 0.315, "spin_multiplicity": 1, "charge": 0, "relative_energy_ev": 0.639, "smiles": "Cn1ccc(N)c1", "molar_mass_g_mol": 96.13}



(3)
{"formula": "C5H8N2", "method": "wB97M-V/def2-TZVPD", "elements": ["C", "N", "C", "C", "C", "C", "N", "H", "H", "H", "H", "H", "H", "H", "H"], "xyz": [[-2.519270, -0.388183, -0.069692], [-1.122698, -0.001906, -0.255076], [0.012954, -0.922293, 0.002267], [1.032858, 0.017484, 0.128450], [2.489019, -0.305653, 0.291369], [0.471602, 1.318074, 0.084215], [-0.824216, 1.327654, -0.153434], [-3.146887, 0.249979, -0.693077], [-2.782506, -0.258161, 0.980834], [-2.621716, -1.438075, -0.345495], [-0.670378, -0.625660, -1.154505], [3.113783, 0.309947, -0.365315], [2.666967, -1.356352, 0.049244], [2.828548, -0.138271, 1.320240], [0.988298, 2.267545, 0.187854]], "forces_ev_per_angstrom": [[-0.1, 0.0, 0.0], [-0.2, -0.1, 0.0], [0.2, 0.3, 0.2], [-0.1, -0.1, 0.0], [0.1, 0.0, 0.0], [0.0, 0.1, 0.0], [0.3, -0.1, 0.0], [0.1, -0.1, 0.1], [0.0, 0.0, -0.1], [0.0, 0.1, 0.0], [-0.1, 0.1, -0.2], [-0.1, -0.1, 0.1], [0.0, 0.1, 0.0], [-0.1, 0.0, -0.1], [-0.1, -0.1, 0.0]], "nbo_charge": [-0.393, -0.290, -0.184, -0.196, -0.627, 0.012, -0.286, 0.218, 0.218, 0.227, 0.429, 0.213, 0.231, 0.218, 0.210], "gap_ha": 0.368, "spin_multiplicity": 1, "charge": 0, "relative_energy_ev": 4.257, "molar_mass_g_mol": 96.13}



(4)
{"formula": "C5H8N2", "method": "wB97M-V/def2-TZVPD", "elements": ["C", "C", "N", "C", "C", "N", "C", "H", "H", "H", "H", "H", "H", "H", "H"], "xyz": [[-2.148517, -0.181356, -0.392118], [-1.141548, 0.210179, 0.633933], [0.168141, 0.190146, 0.456231], [0.860558, -0.489681, -0.666414], [2.290063, -0.103651, -0.400654], [2.394191, 0.567173, 0.697364], [1.149706, 0.721936, 1.238068], [-2.625182, -1.154173, -0.194649], [-2.950644, 0.570353, -0.401565], [-1.721232, -0.218140, -1.403185], [0.467899, -0.154920, -1.631467], [-1.471737, 0.623561, 1.580326], [0.685114, -1.566899, -0.572319], [3.127091, -0.337826, -1.046162], [0.916103, 1.323295, 2.102611]], "forces_ev_per_angstrom": [[0.0, 0.0, -0.1], [-0.3, 0.1, 0.2], [0.3, 0.0, -0.1], [-0.1, 0.0, 0.0], [0.0, -0.1, -0.1], [-0.2, 0.0, 0.1], [0.1, 0.1, 0.0], [0.1, 0.1, -0.1], [0.1, -0.2, 0.0], [-0.1, 0.0, 0.2], [0.1, 0.0, 0.1], [0.0, 0.0, -0.1], [0.0, 0.1, 0.0], [-0.1, 0.0, 0.1], [0.1, -0.1, -0.1]], "nbo_charge": [-0.656, -0.057, -0.245, -0.293, -0.049, -0.374, -0.011, 0.215, 0.226, 0.209, 0.227, 0.187, 0.231, 0.196, 0.195], "gap_ha": [0.262, 0.265], "spin_multiplicity": 1, "charge": 0, "relative_energy_ev": 2.681, "molar_mass_g_mol": 96.13}



(5)
{"formula": "C5H8N2", "method": "wB97M-V/def2-TZVPD", "elements": ["C", "N", "C", "C", "C", "N", "C", "H", "H", "H", "H", "H", "H", "H", "H"], "xyz": [[0.079251, -2.242314, 0.589280], [-0.119151, -0.838583, 0.312847], [-1.304753, -0.172721, 0.393453], [-1.105489, 1.132009, 0.006046], [0.270441, 1.261539, -0.337106], [0.912529, 2.458855, -0.722673], [0.849526, 0.028758, -0.147041], [-0.332673, -2.873983, -0.206639], [1.151297, -2.437403, 0.671199], [-0.394022, -2.507483, 1.540033], [-2.201270, -0.684031, 0.719704], [-1.850438, 1.917669, -0.012235], [0.354786, 2.980492, -1.388252], [1.820154, 2.281292, -1.136102], [1.869814, -0.304095, -0.282516]], "forces_ev_per_angstrom": [[0.0, -0.1, 0.0], [-0.1, 0.2, 0.0], [0.0, -0.1, 0.0], [0.0, 0.1, 0.0], [-0.1, -0.2, 0.0], [0.0, 0.0, -0.2], [0.1, 0.0, 0.0], [0.1, 0.1, 0.1], [-0.2, 0.0, 0.0], [0.1, 0.0, -0.2], [0.1, 0.1, 0.0], [0.1, -0.1, 0.0], [0.1, 0.0, 0.1], [-0.1, 0.0, 0.1], [-0.1, 0.1, 0.0]], "nbo_charge": [-0.394, -0.330, -0.049, -0.343, 0.096, -0.810, -0.146, 0.198, 0.211, 0.206, 0.207, 0.220, 0.367, 0.365, 0.203], "gap_ha": 0.312, "spin_multiplicity": 1, "charge": 0, "relative_energy_ev": 0.468, "smiles": "Cn1ccc(N)c1", "molar_mass_g_mol": 96.13}



(6)
{"formula": "C5H8N2", "method": "wB97M-V/def2-TZVPD", "elements": ["C", "C", "C", "C", "N", "C", "N", "H", "H", "H", "H", "H", "H", "H", "H"], "xyz": [[-1.046548, 1.349902, -0.570144], [-0.265677, 0.090236, -0.422977], [1.234964, 0.095760, -0.432947], [1.919093, 0.697036, 0.725682], [2.447007, 1.191869, 1.628863], [-0.457579, -1.766832, 0.893947], [-0.908255, -1.062643, -0.152358], [-0.443071, 2.146535, -1.014334], [-1.954540, 1.203698, -1.171201], [-1.379759, 1.712311, 0.416273], [1.567596, 0.658873, -1.319852], [1.589336, -0.939984, -0.530248], [-0.168136, -1.188393, 1.759522], [-0.412247, -2.845713, 0.899387], [-1.722180, -1.342648, -0.709607]], "forces_ev_per_angstrom": [[0.0, 0.1, -0.1], [0.0, 0.4, -0.1], [0.1, 0.0, 0.0], [0.4, 0.4, 0.8], [-0.5, -0.5, -0.8], [0.1, -0.4, 0.4], [-0.3, 0.0, -0.2], [-0.1, -0.1, 0.0], [0.1, 0.0, 0.0], [0.0, 0.0, -0.2], [0.0, 0.0, 0.2], [-0.1, 0.2, 0.1], [0.3, -0.2, -0.1], [-0.3, 0.0, -0.1], [0.2, 0.1, 0.3]], "nbo_charge": [-0.659, 0.137, -0.549, 0.287, -0.341, -0.323, -0.469, 0.221, 0.215, 0.223, 0.241, 0.264, 0.191, 0.183, 0.379], "gap_ha": [0.294, 0.295], "spin_multiplicity": 1, "charge": 0, "relative_energy_ev": 3.190, "molar_mass_g_mol": 96.13}



(7)
{"formula": "C5H8N2", "method": "wB97M-V/def2-TZVPD", "elements": ["N", "C", "C", "N", "C", "C", "C", "H", "H", "H", "H", "H", "H", "H", "H"], "xyz": [[-2.399665, -1.337415, 1.366975], [-1.609832, -0.977324, 0.601374], [-0.624021, -0.545278, -0.428024], [-0.249105, -1.622600, -1.334236], [0.621810, 0.065123, 0.196984], [0.525266, 1.223436, 1.143646], [1.065176, 1.431315, -0.242127], [-1.127399, 0.227293, -1.021984], [-1.062520, -1.957789, -1.840848], [0.104573, -2.412550, -0.800284], [1.401689, -0.666362, 0.395122], [-0.464992, 1.604205, 1.381073], [1.224167, 1.250575, 1.974488], [2.126930, 1.622842, -0.369666], [0.428223, 1.950874, -0.953946]], "forces_ev_per_angstrom": [[0.8, 0.3, -0.7], [-0.6, -0.3, 0.7], [0.0, 0.2, 0.0], [-0.1, -0.2, 0.0], [0.0, -0.1, 0.0], [-0.1, 0.0, 0.2], [0.1, 0.1, -0.2], [0.0, -0.1, 0.1], [0.1, 0.0, 0.0], [0.0, 0.1, -0.1], [-0.1, 0.1, 0.0], [0.1, 0.0, -0.1], [-0.1, 0.0, -0.1], [-0.2, -0.1, 0.1], [0.1, -0.1, 0.1]], "nbo_charge": [-0.330, 0.259, -0.147, -0.792, -0.226, -0.417, -0.405, 0.230, 0.367, 0.361, 0.223, 0.221, 0.224, 0.221, 0.212], "gap_ha": 0.415, "spin_multiplicity": 1, "charge": 0, "relative_energy_ev": 1.309, "smiles": "N#C[C@H](N)C1CC1", "molar_mass_g_mol": 96.13}



(8)
{"formula": "C5H8N2", "method": "wB97M-V/def2-TZVPD", "elements": ["C", "C", "C", "C", "N", "C", "N", "H", "H", "H", "H", "H", "H", "H", "H"], "xyz": [[1.188665, 1.310874, -0.408463], [0.017439, 0.797755, -0.014025], [-1.283934, 1.085524, -0.700670], [-0.019896, -0.182026, 1.134290], [-0.087874, -1.587026, 0.687175], [0.927524, -2.022291, -0.081508], [1.834176, -2.392291, -0.708883], [2.108707, 1.082843, 0.110682], [1.256926, 1.961972, -1.272867], [-1.914247, 1.744716, -0.088364], [-1.135571, 1.566926, -1.670878], [-1.861284, 0.164372, -0.870065], [-0.900075, -0.025098, 1.772569], [0.867823, -0.086708, 1.763127], [-0.993951, -1.896218, 0.361929]], "forces_ev_per_angstrom": [[-0.7, -0.2, 0.1], [0.7, 0.2, -0.1], [-0.3, 0.0, -0.1], [-0.2, 0.1, 0.2], [0.0, -0.1, -0.2], [0.8, -0.3, -0.6], [-0.9, 0.4, 0.7], [0.0, 0.0, 0.0], [0.0, 0.0, 0.1], [0.1, -0.1, -0.1], [0.0, -0.1, 0.2], [0.1, 0.2, 0.0], [0.2, 0.0, -0.1], [-0.1, 0.0, -0.1], [0.1, 0.0, 0.0]], "nbo_charge": [-0.367, -0.018, -0.646, -0.240, -0.648, 0.413, -0.379, 0.203, 0.200, 0.221, 0.226, 0.206, 0.208, 0.216, 0.404], "gap_ha": 0.384, "spin_multiplicity": 1, "charge": 0, "relative_energy_ev": 1.241, "smiles": "C=C(C)CNC#N", "molar_mass_g_mol": 96.13}